Computed, not measured: 2 unconnected molecules or ions with the total composition C22H49F3N2O2PSi2 at a distorted geometry, with wB97M-V/def2-TZVPD.

Geometry as XYZ:
```
81
Properties=species:S:1:pos:R:3:forces:R:3
C -1.432 1.040 3.847 0.04 -0.46 0.34
C -1.529 1.881 2.837 0.02 0.38 -0.37
C -2.787 2.549 2.373 0.02 -0.50 -0.04
Si -3.465 1.815 0.791 0.15 0.68 0.20
C -4.852 2.835 0.063 -0.27 -0.21 0.20
C -5.066 4.216 0.705 -0.44 0.16 -0.33
C -5.796 4.133 2.058 0.49 0.26 0.16
C -5.275 5.124 3.107 -0.15 -0.16 0.19
O -3.995 0.285 1.181 0.27 0.04 -0.70
Si -4.364 -1.030 0.305 -0.25 -0.45 0.28
C -2.994 -2.270 0.033 -0.10 0.04 0.03
C -1.808 -2.132 0.998 0.09 -0.09 -0.07
C -0.760 -1.049 0.663 0.09 0.02 0.00
C -0.670 -0.656 -0.812 -0.08 -0.04 0.03
C 0.614 -1.515 1.168 -0.16 0.48 0.01
C 1.625 -0.350 1.302 0.61 0.70 0.53
C 2.703 -0.501 0.264 0.21 -0.02 0.29
C 2.841 0.279 -0.822 0.09 0.16 0.05
C 2.831 1.778 -0.733 -1.09 0.05 -0.39
C 2.973 -0.302 -2.199 0.79 0.08 0.03
P -6.045 -2.034 1.486 -0.03 0.58 0.44
N -6.152 -1.413 2.927 0.20 -0.21 -0.04
C -5.123 -0.661 -1.436 -0.12 -0.10 -0.16
F -6.180 0.181 -1.449 0.28 -0.18 -0.02
F -5.580 -1.873 -1.893 0.10 0.35 0.02
F -4.243 -0.209 -2.368 -0.21 -0.04 0.22
H -0.466 0.719 4.213 0.01 -0.27 -0.17
H -2.310 0.635 4.338 -0.02 0.27 0.23
H -0.628 2.125 2.279 0.07 0.25 0.14
H -2.581 3.610 2.214 -0.14 0.05 0.02
H -3.554 2.438 3.144 -0.03 0.17 -0.01
H -2.346 1.777 -0.192 -0.04 -0.27 0.02
H -5.777 2.265 0.214 0.00 0.00 -0.07
H -4.735 2.905 -1.021 0.12 0.05 0.00
H -5.694 4.791 0.020 0.09 0.11 -0.01
H -4.141 4.791 0.792 0.09 -0.16 0.07
H -6.855 4.332 1.899 -0.07 -0.29 0.03
H -5.694 3.125 2.466 -0.12 -0.06 -0.07
H -5.793 6.082 3.061 0.16 0.08 -0.14
H -4.200 5.285 3.009 -0.02 0.08 -0.04
H -5.439 4.734 4.113 -0.06 0.03 0.02
H -2.682 -2.266 -1.013 0.05 0.00 0.03
H -3.466 -3.246 0.187 0.00 0.00 0.01
H -2.187 -1.934 2.005 0.09 -0.02 0.04
H -1.299 -3.098 1.066 -0.01 -0.02 -0.12
H -0.996 -0.152 1.241 -0.22 0.00 -0.07
H -0.111 0.275 -0.921 0.12 -0.05 -0.04
H -0.168 -1.435 -1.395 -0.01 0.02 -0.02
H -1.645 -0.482 -1.266 0.01 0.08 0.04
H 0.998 -2.245 0.449 0.02 -0.21 0.23
H 0.482 -1.984 2.144 0.09 -0.14 -0.07
H 1.110 0.599 1.135 -0.05 -0.03 0.02
H 2.006 -0.305 2.326 0.05 -0.11 -0.01
H 3.385 -1.343 0.406 -0.88 -0.83 -0.69
H 2.254 2.268 -1.523 -0.03 -0.02 -0.01
H 3.866 2.102 -0.865 0.02 0.05 0.11
H 2.463 2.137 0.228 0.14 0.00 0.04
H 2.017 -0.095 -2.687 -0.01 -0.04 -0.03
H 3.750 0.149 -2.825 0.02 -0.01 0.00
H 3.092 -1.386 -2.174 0.08 0.00 0.00
H -7.207 -1.862 0.699 0.01 -0.24 -0.15
H -5.795 -3.421 1.389 -0.07 -0.05 -0.27
H -6.042 -2.079 3.680 -0.12 0.09 0.07
C 8.805 -2.721 -2.248 -0.05 -0.14 0.05
C 7.854 -2.679 -3.430 0.14 0.08 0.01
C 6.966 -1.435 -3.515 -0.11 -0.03 -0.06
O 5.962 -1.489 -2.529 0.10 -0.04 0.05
C 6.213 -0.785 -1.304 -0.04 -0.03 0.11
N 6.874 -3.829 -3.307 -0.04 -0.03 -0.03
H 8.274 -2.849 -1.304 -0.01 0.09 0.00
H 9.520 -3.538 -2.347 0.00 0.00 0.00
H 9.368 -1.791 -2.198 0.01 0.00 -0.01
H 8.403 -2.822 -4.360 -0.07 0.02 -0.04
H 6.457 -1.423 -4.483 0.00 0.03 0.00
H 7.572 -0.530 -3.447 0.05 -0.04 0.04
H 6.894 0.051 -1.465 -0.01 0.00 -0.04
H 6.632 -1.457 -0.553 0.06 0.04 0.00
H 5.257 -0.412 -0.941 0.04 -0.01 -0.05
H 7.322 -4.703 -3.034 0.00 0.01 0.01
H 6.355 -3.982 -4.174 0.04 -0.02 -0.02
H 6.188 -3.538 -2.594 0.01 0.03 -0.01
```
Positions in Å, forces in eV/Å.

For the gap between HOMO and LUMO, the calculation gives 6.104 eV. The value obtained for the HOMO energy is -9.489 eV. The largest force on an atom is 1.4 eV/A. The net charge is +1.